Molecular formula: C19H38AgN2O5
Method: DFT, ωB97M-V/def2-TZVPD

Summary:
- ΔE to the lowest compared entry with this formula, charge and spin: 74.1 kcal/mol
- Total charge: -1
- LUMO level: 2.30 eV
- Frontier orbital gap: 4.202 eV

```
65
Properties=species:S:1:pos:R:3:forces:R:3
Ag 1.36209 -1.34251 -0.84929 1.8 -0.4 1.0
C 4.04466 -1.98666 -0.12466 -0.7 1.0 9.9
O 5.05999 -2.17788 0.68759 1.3 -1.2 -3.4
O 3.10412 -2.87438 -0.09140 -1.1 -1.8 -3.4
O 3.57845 -0.77320 0.09885 -1.2 2.4 -3.7
C -0.60053 -2.99007 3.30832 0.3 0.0 0.3
C -1.53004 -1.92431 2.63906 1.2 -1.7 0.9
C -2.79416 -1.75578 3.53188 0.3 1.0 0.2
C -2.69079 -0.61581 4.57131 0.6 -0.7 -1.1
C -2.11844 0.61195 3.83813 -0.2 -0.6 0.3
C -0.69349 0.46227 3.26942 -0.1 -0.2 1.1
N -0.68387 -0.74522 2.46968 -1.6 0.9 -0.9
O 0.45820 -0.93628 1.69775 -0.1 -0.1 0.3
C -0.36514 1.68597 2.41868 0.1 0.3 -0.2
C 0.31002 0.37713 4.42757 0.5 0.1 0.7
C -1.94989 -2.54979 1.30941 -0.1 0.0 -0.5
H -0.10216 -2.62985 4.21430 -0.4 0.3 0.2
H 0.24184 -3.22247 2.65452 -0.2 -0.2 -0.2
H -1.10730 -3.91720 3.58209 -0.1 0.0 -0.2
H -3.67687 -1.53581 2.92658 0.1 -0.1 -0.3
H -2.96705 -2.68843 4.06876 -0.1 -0.2 -0.3
H -2.07860 -0.98861 5.39437 0.1 0.4 0.1
H -3.69910 -0.42332 4.93904 0.1 0.2 0.2
H -2.15717 1.45240 4.53214 0.0 0.3 -0.4
H -2.75605 0.74046 2.95860 -0.2 0.5 0.2
H 0.65502 1.64430 2.03597 -0.1 -0.2 -0.2
H -1.08313 1.78269 1.60172 0.1 -0.1 -0.1
H -0.40970 2.61935 2.98587 -0.2 -0.2 0.3
H 0.46490 1.31828 4.96401 -0.2 0.3 -0.3
H 0.01279 -0.30314 5.22947 -0.1 -0.3 -0.3
H 1.30386 0.07317 4.09151 -0.1 0.0 -0.2
H -1.10808 -2.95170 0.74283 0.2 0.3 0.1
H -2.47930 -1.84957 0.65901 0.0 0.1 0.1
H -2.59815 -3.41369 1.47624 -0.1 0.1 0.2
H 1.12700 -1.34538 2.26891 0.3 0.0 -0.3
C -1.18894 0.12405 -1.32587 -0.1 -0.6 -0.6
C -0.55159 0.84797 -2.53181 -0.9 1.2 0.9
C -0.26970 2.26822 -2.02404 0.7 1.4 1.6
C 0.62451 3.12073 -2.89533 0.4 -0.7 -0.2
C 1.97375 2.37957 -3.07252 -0.5 0.9 -1.5
C 1.83804 0.94339 -3.58889 0.4 -0.4 -0.2
N 0.71917 0.26625 -2.88891 1.2 -0.7 1.0
O 0.64288 -1.11481 -3.24951 -0.6 0.9 -0.5
C 1.60898 0.94063 -5.10509 -1.0 0.5 0.0
C 3.16433 0.20082 -3.33102 -0.2 -0.5 0.0
C -1.57282 0.92159 -3.66236 -0.5 -0.3 -1.1
H -2.12650 0.60045 -1.03220 0.0 0.1 -0.2
H -1.41509 -0.89567 -1.64728 -0.1 -0.1 0.3
H -0.57252 0.10482 -0.42286 0.3 0.0 -0.2
H -1.13438 2.82083 -1.64017 -0.7 -0.3 -0.9
H 0.26055 2.25225 -1.06099 0.3 -0.8 -0.1
H 0.13518 3.30438 -3.85857 0.2 -0.2 -0.2
H 0.84949 4.13031 -2.54730 -0.3 -0.1 0.6
H 2.70878 2.41982 -2.27023 -0.6 0.1 0.5
H 2.40453 2.98591 -3.87907 0.6 -0.4 -0.1
H 1.22823 -0.01291 -5.47671 0.3 -0.1 0.0
H 2.50592 1.21824 -5.65475 0.0 -0.1 0.0
H 0.81416 1.66180 -5.31740 0.2 0.1 -0.3
H 3.13969 -0.77909 -3.81236 -0.1 0.0 0.1
H 3.39111 0.03611 -2.27236 -0.1 0.1 0.1
H 3.99928 0.73061 -3.79440 -0.1 0.3 0.0
H -2.53788 1.36833 -3.41330 0.3 0.3 0.5
H -1.18342 1.47069 -4.52186 0.0 0.1 0.1
H -1.89386 -0.05050 -4.05378 0.4 -0.2 0.2
H 0.36420 -1.09169 -4.17728 -0.1 -0.4 -0.1
```
Positions in Å, forces in eV/Å.

natural (NBO) atomic charge list, values in e, 2 entries:
1 Ag 0.825
2 C 0.856

=====

Molecular formula: C20H45Br10NO3S3
Method: DFT, ωB97M-V/def2-TZVPD

Summary:
- Total charge: +1
- LUMO level (alpha / beta): -3.58 / -9.12 eV
- Frontier orbital gap (alpha / beta): 7.044 / 1.510 eV
- Spin multiplicity: 2

```
82
Properties=species:S:1:pos:R:3:forces:R:3
C -2.17841 4.06735 -0.14009 -0.2 2.4 -1.0
C -1.63528 5.55775 0.19682 -1.4 -2.6 2.1
C -0.17799 5.77028 -0.08954 0.7 -0.5 -1.1
C 0.77273 4.64035 0.12332 0.8 -1.7 0.8
N 1.50425 3.75136 0.34684 -1.5 2.2 -0.7
H -3.21174 3.99552 0.19927 0.2 -0.2 0.7
H -1.51002 3.28330 0.21574 -0.2 0.1 0.1
H -2.34399 3.98061 -1.21395 0.6 -0.2 -0.2
H -1.82428 5.61182 1.26895 0.2 0.2 0.3
H -2.24297 6.37924 -0.18263 0.1 -0.3 -0.6
H 0.25643 6.62148 0.43473 -0.2 0.2 -0.3
H -0.23608 5.91945 -1.16772 1.0 0.4 -0.2
C 0.93843 -4.41750 -0.90864 0.8 0.1 -0.6
S 0.95244 -5.32819 -2.50190 -1.4 0.7 0.1
O -0.20864 -6.28114 -2.37720 0.9 0.4 0.0
C 0.25436 -3.94483 -3.56789 0.7 -0.1 -0.4
H -0.01893 -3.89643 -0.90355 0.1 -0.2 0.7
H 1.73691 -3.68163 -0.81357 0.0 0.2 -0.7
H 1.20628 -5.11492 -0.11493 -0.8 -0.3 0.0
H -0.19039 -3.05191 -3.12860 -0.3 -0.5 0.8
H -0.46752 -4.49176 -4.17439 0.0 0.1 0.1
H 1.00356 -3.51353 -4.23181 0.4 -0.5 -0.1
C -2.62754 -5.13200 -0.13548 0.5 0.8 -0.9
S -2.58110 -4.00829 -1.65809 -1.0 -0.6 0.9
O -2.15897 -2.60846 -1.27179 -0.2 -0.7 0.2
C -4.39389 -3.95036 -1.92949 0.5 -0.1 -0.8
H -1.58507 -5.36620 0.08013 -0.1 0.1 0.0
H -3.11139 -6.06861 -0.41253 -0.2 0.2 -0.1
H -3.10061 -4.62774 0.70714 -0.1 0.0 -0.1
H -4.79535 -4.94313 -2.13281 0.2 -0.2 0.6
H -4.49447 -3.49310 -2.91382 0.0 0.6 0.2
H -4.94499 -3.41757 -1.15455 0.2 0.0 0.0
C -0.19046 -2.24638 4.88237 0.8 -0.7 0.1
S 0.46226 -3.89673 4.23715 -3.7 -0.4 0.7
O -0.40008 -4.91234 5.02996 1.9 1.6 -1.4
C -0.44405 -3.74036 2.60868 -0.1 -0.3 -0.6
H -1.25247 -2.14144 4.66052 0.2 -0.1 -0.1
H 0.40707 -1.41037 4.51884 -0.1 0.0 -0.4
H -0.03723 -2.28206 5.96095 -0.1 -0.2 0.0
H -1.52337 -3.65521 2.73482 0.1 0.1 0.7
H -0.34369 -4.61406 1.96474 0.5 -0.5 0.5
H -0.16744 -2.93422 1.92918 0.5 0.4 0.5
Br -0.65794 1.51315 -2.71292 0.1 -1.6 0.9
C -0.22629 -0.06507 -1.55752 1.5 -0.2 1.1
C 1.03210 0.32864 -0.76738 -0.4 0.9 -0.6
Br 1.63533 -1.15750 0.38416 -0.2 0.7 -0.3
H 0.13227 -0.96484 -2.05748 -0.9 0.3 -1.0
H -0.99272 -0.36593 -0.84326 -0.5 0.4 -0.6
H 0.86251 1.24140 -0.19622 0.1 -0.3 0.5
H 1.82643 0.54902 -1.48051 0.2 -0.3 0.2
Br 0.51565 5.18005 -5.96585 -0.9 0.2 0.1
C 0.38113 3.81813 -4.52913 1.9 1.6 -0.7
C 1.93700 3.68975 -4.21014 -1.5 -1.7 0.4
Br 2.72953 5.22136 -3.28667 -0.5 -0.3 -0.3
H -0.20000 3.02921 -5.00659 0.9 -0.4 0.1
H -0.21698 4.17133 -3.68911 0.3 0.4 -0.1
H 2.52494 3.46247 -5.09939 -0.2 0.5 -0.1
H 2.09105 2.82260 -3.56793 0.0 0.2 0.4
Br -2.04031 -0.58075 1.89401 0.7 0.5 0.3
C -3.91880 -0.24304 1.74751 -0.9 -0.7 0.8
C -4.48661 -1.58490 1.35912 -1.0 0.2 -1.8
Br -6.47364 -1.38738 1.20035 0.8 -0.2 0.1
H -4.09622 0.52765 0.99741 0.1 -0.3 0.0
H -4.37066 0.04818 2.69573 0.5 0.3 0.1
H -4.29250 -2.50108 1.91681 0.1 0.6 0.5
H -4.13085 -1.74728 0.34169 -0.2 -0.4 0.0
Br 0.99056 1.55890 2.92308 1.0 -0.5 -0.1
C 2.88127 0.96561 2.90915 0.3 1.6 -0.1
C 3.52626 1.69192 4.04955 -0.4 -1.0 1.8
Br 5.41858 1.04546 4.22540 -0.3 0.9 -0.6
H 3.47606 1.51510 2.17951 -0.9 -0.8 -1.5
H 2.97938 -0.11716 2.83110 -0.1 0.3 0.2
H 3.09740 1.45354 5.02287 0.2 0.1 0.1
H 3.59081 2.77167 3.91506 0.0 -0.2 0.0
Br 5.50804 3.78943 2.18573 -0.3 -0.5 -1.1
C 5.20383 3.57588 0.12068 0.7 -0.4 -0.7
C 4.56188 2.25295 -0.27669 0.2 0.7 0.8
Br 4.67658 2.31143 -2.22383 -0.1 -0.4 0.6
H 6.19946 3.70535 -0.30365 0.1 -0.2 0.5
H 4.60206 4.37946 -0.30385 -0.3 0.4 1.0
H 3.53673 2.30392 0.09015 -0.2 -0.4 -0.6
H 5.09041 1.38335 0.11390 0.0 0.0 -0.3
```
Positions in Å, forces in eV/Å.

Löwdin atomic charge list, values in e, 2 entries:
1 C -0.076
2 C -0.224

=====

Results for maximum force: 10.01 3.74 (in eV/Å, following the order of the records).
Results for total energy: -37531.590 -762019.213 (in eV, following the order of the records).